Entry 1:
16
Properties=species:S:1:pos:R:3:forces:R:3 method="wB97M-V/def2-TZVPD" largest_force_ha_per_bohr=0.119 e_tot_ha=-743.81138 e_homo_ha=-0.345 multiplicity=1 charge=0 gap_ev=8.97
C 0.6631 0.8766 0.0122 -1.5 -0.3 1.4
C 1.8495 0.1081 -0.5536 -0.3 -0.7 -2.0
C 0.3266 -1.5733 -0.1543 0.0 3.5 -1.5
C -0.4369 -0.2545 0.2761 2.5 -1.1 -0.1
C 0.3372 0.4260 1.4272 -1.0 0.9 -0.1
H -0.8610 1.6930 -1.1920 3.6 2.4 2.8
H 2.8525 0.4650 -0.3113 -0.2 0.1 0.2
H 1.7689 0.0466 -1.7187 0.1 0.2 1.8
H -0.0039 -1.7915 -1.1930 0.7 0.3 0.0
H 0.0923 -2.4348 0.3501 -0.3 -1.9 1.9
H -2.6478 -0.3419 1.0206 0.0 0.3 -0.8
H -0.2212 1.0992 2.1113 0.5 -0.3 -0.8
H 1.1672 -0.1025 1.8851 -0.5 -0.4 0.2
O 0.2933 2.1779 -0.3565 -3.9 -3.4 -3.3
O 1.7143 -1.2201 -0.0024 -0.7 0.0 -1.0
S -2.1653 -0.2371 -0.2579 1.0 0.5 1.3



Entry 2:
47
Properties=species:S:1:pos:R:3:forces:R:3 method="wB97M-V/def2-TZVPD" largest_force_ha_per_bohr=0.105 e_tot_ha=-1494.08839 e_homo_ha=-0.304 multiplicity=1 charge=0 gap_ev=8.59
C -1.9345 -0.1170 4.5121 1.1 0.2 -0.4
C -2.6817 -0.0154 3.4353 -0.1 1.2 0.8
S -1.8754 0.2323 1.8194 1.1 -3.2 4.2
O -1.1772 1.5331 1.6574 -2.2 -2.6 -0.2
O -1.0086 -1.0136 1.9483 -1.4 2.5 -1.5
N -3.4366 -0.1136 1.0469 1.8 2.1 -1.7
C -3.5867 1.1531 0.2482 0.5 1.1 1.6
C -3.4202 -1.2739 0.1531 0.6 -0.1 0.4
C -2.4667 -1.1296 -1.0072 1.9 -0.4 0.9
O -2.8472 -0.6668 -2.0737 0.4 -0.4 -0.4
N -1.1563 -1.4932 -0.7230 -1.1 1.1 0.8
C -0.0302 -1.3046 -1.6354 -1.5 -2.3 -2.8
C 1.2868 -1.2525 -1.0235 2.5 -0.5 1.6
C 1.8364 0.0599 -0.5630 0.4 1.1 -0.1
C 1.4826 0.6729 0.6368 -1.1 -2.2 -0.8
C 2.0956 1.7680 1.1356 0.5 1.6 0.0
C 3.0728 2.4738 0.4339 0.1 -2.3 -1.3
C 3.7783 3.6859 0.9831 -0.6 0.5 -0.7
C 3.4444 1.8401 -0.8198 0.2 0.5 1.7
C 2.8184 0.6986 -1.3463 -0.1 0.2 0.4
C 3.1337 0.1446 -2.7213 0.3 -2.4 0.9
B -0.2541 -2.7826 -2.2930 0.7 -0.6 -1.0
O 0.6346 -3.8537 -1.9562 -1.9 0.0 -2.2
O -1.3398 -2.9689 -3.1637 0.3 0.7 1.7
H -2.3654 -0.0700 5.4770 -0.5 -0.5 0.8
H -0.8621 -0.2015 4.4817 0.3 0.3 -0.1
H -3.7507 -0.1038 3.6603 0.2 0.6 -1.2
H -4.6012 1.3967 0.0455 -1.0 -0.4 -0.4
H -2.9810 1.0725 -0.6590 -0.2 0.7 0.2
H -3.2582 1.9844 0.9598 -0.3 -0.9 -1.5
H -4.4071 -1.4011 -0.2370 -0.7 0.1 -0.2
H -3.1798 -2.1187 0.7604 0.2 -0.7 0.3
H -0.8202 -1.7604 0.2152 -1.1 0.3 -0.4
H -0.2627 -0.4950 -2.3376 0.1 -0.1 0.1
H 1.3406 -2.0053 -0.2349 -0.5 0.3 0.9
H 2.1169 -1.7704 -1.5584 -1.0 0.6 -0.7
H 0.6348 0.2423 1.1756 0.9 0.0 0.0
H 1.7704 2.0444 2.1091 -0.2 0.7 0.7
H 3.0823 4.3532 1.5321 0.3 -0.6 -0.1
H 4.6068 3.4127 1.6356 0.1 0.1 0.0
H 4.1229 4.2884 0.1242 0.2 -0.2 0.5
H 4.4312 2.1108 -1.1765 -0.3 0.5 -0.8
H 2.2270 -0.1145 -3.2614 -0.3 1.0 -0.4
H 3.4911 -0.9354 -2.6691 0.3 1.2 0.3
H 3.8700 0.6869 -3.2768 0.1 0.5 -0.4
H 0.4091 -4.6354 -2.5679 0.4 1.6 1.5
H -1.9833 -2.2576 -2.8817 0.6 -0.7 -1.2



Entry 3:
40
Properties=species:S:1:pos:R:3:forces:R:3 method="wB97M-V/def2-TZVPD" largest_force_ha_per_bohr=0.094 e_tot_ha=-1229.88206 e_homo_ha=-0.302 multiplicity=1 charge=0 gap_ev=7.20
Cs 3.9769 -1.2932 6.2106 -0.2 0.1 -0.1
B 2.1335 0.1128 3.6548 -0.3 -0.8 0.9
F 1.9613 1.3246 4.1365 -1.0 3.6 1.9
F 1.3242 -0.8146 4.2846 -0.1 -1.4 1.8
F 1.8126 0.0638 2.3996 -0.7 -0.3 -4.8
F 3.4785 -0.1376 3.8259 2.4 -1.3 0.4
C -0.8679 -0.5114 1.9569 1.8 -0.7 -1.4
O -1.9534 -1.1328 1.3658 -2.0 -0.1 -0.1
C -1.6770 -2.3997 0.6952 -0.1 2.5 1.1
C -1.9854 -2.2217 -0.8145 -0.1 -1.9 2.2
N -3.3145 -1.6552 -0.8500 0.7 -0.5 -0.8
C -3.7980 -1.2829 -2.1719 0.3 1.6 0.2
C -2.9305 -0.2200 -2.9135 0.0 -1.0 1.9
O -3.4519 0.0330 -4.1676 -0.9 0.4 0.7
C -2.5947 -0.2350 -5.2111 -0.1 0.4 -0.9
H -1.0328 0.4957 2.3398 -0.6 -0.4 0.3
H -0.1719 -0.3965 1.1260 0.7 0.4 0.1
H -0.3753 -1.2146 2.6284 0.0 0.5 0.6
H -2.3822 -3.0306 1.2363 0.1 -0.7 -0.7
H -0.6475 -2.6269 0.9721 0.1 -0.5 -0.5
H -2.0227 -3.2862 -1.0460 0.1 -0.1 -1.2
H -1.1790 -1.7050 -1.3350 0.0 0.1 -0.1
H -3.2209 -0.9159 -0.1683 -0.8 0.7 -0.2
H -4.7247 -0.7377 -1.9923 -0.4 -0.4 -0.2
H -3.9990 -2.1117 -2.8508 0.1 -0.3 0.3
H -1.8716 -0.4785 -2.9137 0.1 -0.4 -0.5
H -2.9471 0.6359 -2.2387 -0.3 0.7 -0.3
H -1.6057 0.1391 -4.9463 0.3 0.0 -0.5
H -3.0564 0.2978 -6.0424 0.6 0.1 -0.3
H -2.5645 -1.2847 -5.5030 0.2 -0.3 0.2
C 3.4315 3.0809 0.1825 -2.6 1.0 -1.1
C 3.3507 2.5997 1.5785 -2.8 0.2 -0.5
O 4.6722 2.5463 1.8693 3.8 -0.3 2.4
C 5.4271 2.3424 0.7758 0.8 -3.3 -0.6
O 6.5314 1.8090 0.7138 -2.5 2.3 0.4
O 4.5806 2.4842 -0.2804 2.4 -0.1 -0.9
H 3.4653 4.1656 0.0803 0.2 0.2 0.0
H 2.6049 2.6956 -0.4144 0.0 0.2 -0.1
H 2.8298 1.6427 1.5493 0.6 -0.3 0.4
H 2.7942 3.2235 2.2780 0.3 0.2 -0.1



Entry 4:
26
Properties=species:S:1:pos:R:3:forces:R:3 method="wB97M-V/def2-TZVPD" largest_force_ha_per_bohr=0.058 e_tot_ha=-3130.34271 e_homo_ha=-0.318 multiplicity=1 charge=0 gap_ev=7.31
C 0.8563 3.4661 -0.0222 0.4 0.7 0.2
C -0.4444 3.0711 0.2748 2.0 -0.4 0.2
C 1.8502 2.4974 -0.2428 -1.6 1.5 0.0
C -0.7291 1.7360 0.4480 0.2 -0.1 0.8
C 1.5713 1.1778 -0.1190 -0.3 -0.7 0.5
C 0.2822 0.7741 0.3233 0.5 1.0 -1.7
C -1.2639 -2.5533 0.5350 -0.7 -0.6 0.4
C 2.5440 0.0388 -0.3218 -1.4 -0.7 -0.9
C 1.5436 -1.1905 0.0598 1.9 0.5 -0.3
C 0.1936 -0.6448 0.2303 -0.9 -0.1 -0.4
C -2.5685 -3.1627 0.0478 -1.4 2.6 0.1
N -0.9638 -1.2676 0.0920 0.4 2.1 0.3
O -0.5210 -3.0912 1.3142 0.4 -0.5 0.2
Br -2.6659 0.2122 -1.7872 -0.2 0.3 -0.2
H 1.0820 4.5877 0.0297 -0.1 -1.9 -0.4
H -1.0430 3.8585 0.5947 -1.7 0.8 0.2
H 2.7673 2.8398 -0.5657 2.1 0.5 -0.5
H -1.6623 1.4831 0.8892 -0.8 -0.4 -0.1
H 2.8914 -0.0234 -1.4316 -0.7 0.0 1.9
H 3.4358 0.1982 0.3006 -0.3 -0.5 -0.1
H 1.5822 -1.9349 -0.7030 -0.2 -0.6 -0.6
H 1.7531 -1.7191 0.9662 0.7 -0.3 0.8
H -3.5582 -2.9624 0.6098 2.0 0.1 -0.3
H -2.7322 -2.7209 -0.9247 -0.3 0.1 -0.4
H -2.5078 -4.1872 -0.0724 0.5 -2.1 0.0
H -1.6931 -0.4829 -0.5249 -0.4 -1.1 0.2